[1]
Entry from OMol25: a single C25H31N5O3 molecule (ωB97M-V/def2-TZVPD).

Computed properties:
Charge: 0
SMILES string: CCOC(=O)N1CCC(NCc2c(C(=O)N(C)Cc3ccccc3)nc3ccccn23)CC1

The geometry in XYZ format:
```
64
Properties=species:S:1:pos:R:3:forces:R:3:mulliken_charge:R:1
O -2.0271 -1.7556 1.3736 0.020 -0.152 -0.113 -0.710
O 1.5659 0.9205 -4.9687 0.022 -0.198 0.313 -0.428
O -0.6349 0.9048 -4.4396 -0.344 0.328 -0.125 -0.649
N -2.2723 0.2062 2.4383 -0.208 -0.016 0.102 0.089
N 0.8118 -0.4681 -3.3706 0.091 -0.112 0.004 0.204
N 0.3111 -0.5101 3.7762 0.143 0.035 0.420 -0.876
N 1.8954 -1.7412 2.7999 -0.404 0.500 0.519 0.137
N 1.6889 -2.1236 -0.2219 0.148 -0.220 -0.225 -0.091
C 1.4985 -0.7204 -0.5627 0.086 0.432 -0.003 -0.279
C 0.7819 -1.8482 2.0225 -0.887 -0.004 -0.450 -0.119
C -3.2489 3.1491 -1.4210 0.004 0.089 -0.041 -0.538
C 0.7584 -2.6584 0.7753 -0.113 -0.142 -0.123 -1.772
C -3.6709 3.5928 -0.1795 0.004 0.130 -0.016 -0.584
C -0.1847 -1.0623 2.6389 0.874 -0.512 -0.072 1.563
C -2.9761 1.8054 -1.6190 0.022 -0.025 -0.053 -0.669
C -1.5626 -0.8941 2.1183 -0.273 -0.071 -0.078 0.606
C -0.1912 -0.9240 -2.4316 -0.319 0.234 0.184 -1.398
C -3.8029 2.6988 0.8694 -0.037 -0.071 -0.022 -0.444
C -1.8154 1.3184 3.2314 0.289 0.349 0.165 -0.829
C 1.3018 1.9184 -5.9509 -0.249 0.418 -0.266 -0.268
C 2.5265 -0.3099 -1.6255 -0.139 -0.163 0.050 -1.185
C 4.0819 -1.9986 3.5947 -0.152 -0.174 -0.315 -0.811
C 1.5597 -0.9202 3.8749 -0.288 -0.034 -0.277 0.365
C -3.5238 1.3511 0.6834 -0.086 0.016 0.094 0.600
C 2.5296 -0.6484 4.8520 0.526 -0.120 0.141 -1.116
C -3.1205 0.9120 -0.5719 -0.035 0.002 -0.001 -0.069
C 1.2309 3.3095 -5.3364 0.024 -0.422 -0.002 -1.088
C 0.0878 -0.3438 -1.0487 0.200 -0.254 0.031 1.552
C 3.1372 -2.2614 2.6530 0.870 -0.318 0.029 0.078
C 3.7757 -1.1877 4.7109 -0.347 0.263 0.194 -0.151
C -3.5883 0.3792 1.8340 -0.099 -0.265 -0.169 -1.659
C 0.4903 0.4974 -4.2594 0.188 -0.167 -0.202 0.852
C 2.1625 -0.8395 -3.0168 0.402 0.151 0.075 -0.914
H 2.1495 3.5320 -4.7980 0.083 0.067 0.021 0.284
H -1.1656 -0.5997 -2.7970 0.077 -0.147 0.037 0.599
H -3.8941 4.6388 -0.0248 -0.014 0.076 0.003 0.381
H -0.2818 -2.7139 0.4323 0.221 -0.011 0.145 0.477
H 2.2320 -1.9335 -3.0362 0.048 0.021 -0.065 0.324
H -2.6469 1.4613 -2.5884 0.046 -0.056 -0.120 0.362
H 5.0724 -2.4094 3.4865 0.046 -0.072 -0.091 0.388
H 0.3926 3.3622 -4.6462 -0.055 0.053 0.031 0.283
H 1.0935 -3.6784 1.0017 -0.100 0.023 0.009 0.666
H 1.6159 -2.6920 -1.0595 0.066 -0.018 0.087 0.337
H -0.6604 -0.6987 -0.3440 -0.078 0.028 0.035 -1.478
H 4.5406 -0.9949 5.4465 0.047 0.044 0.085 0.423
H -4.1330 3.0510 1.8370 -0.025 0.010 0.107 0.395
H 2.1310 1.8414 -6.6579 -0.118 -0.020 0.067 0.322
H 2.5677 0.7799 -1.6654 0.031 0.051 -0.043 0.380
H -2.5559 1.5374 4.0042 -0.014 0.029 0.009 0.257
H 3.5108 -0.6838 -1.3418 0.047 0.036 0.037 0.511
H -3.9116 -0.6030 1.4820 -0.043 0.191 0.113 0.481
H 2.2589 -0.0193 5.6833 -0.031 0.061 0.087 0.461
H -1.6951 2.2048 2.6018 -0.026 0.019 0.049 0.276
H -4.2756 0.7382 2.6059 0.054 -0.023 -0.036 0.644
H 0.3589 1.6825 -6.4547 0.206 0.008 0.013 0.322
H -0.8724 1.0694 3.7089 -0.242 0.225 -0.042 0.431
H -0.1732 -2.0192 -2.4054 -0.039 0.001 -0.020 0.207
H -3.1374 3.8481 -2.2367 0.005 0.056 -0.071 0.426
H 0.0111 0.7441 -1.0982 -0.065 0.061 -0.003 0.401
H -2.9239 -0.1389 -0.7203 0.044 -0.151 -0.002 0.434
H 1.7061 -0.1536 0.3557 -0.021 -0.015 -0.160 0.399
H 2.8473 -0.4393 -3.7631 -0.044 -0.174 0.089 0.471
H 3.3141 -2.8531 1.7692 -0.030 0.001 -0.064 0.350
H 1.0897 4.0478 -6.1206 -0.007 0.122 -0.076 0.384
```
Forces are in eV/Å.


[2]
Entry from OMol25: a molecular structure, C25H31N6NaO2S3 (ωB97M-V/def2-TZVPD).

Computed properties:
Charge: 0

The geometry in XYZ format:
```
68
Properties=species:S:1:pos:R:3:forces:R:3:mulliken_charge:R:1
S -0.8534 -1.7570 3.0024 -0.045 0.020 -0.258 1.485
S 1.8446 0.8198 -1.4066 0.065 -0.034 -0.025 0.006
S -1.8222 1.0403 -3.2279 0.058 -0.252 0.055 -0.257
Na 0.0303 -0.3852 0.6661 0.421 0.709 -1.296 1.023
O -0.3724 -0.3897 3.1923 0.014 0.041 0.070 -0.697
O 0.0212 -2.7922 3.5016 -0.257 -0.173 0.238 -0.853
N 1.9949 0.2317 1.6309 0.750 -0.338 0.481 0.022
N -1.1648 -1.8509 1.4651 -0.684 -0.830 1.015 -0.401
N -0.7116 -1.9788 -1.1623 0.005 0.048 -0.076 0.083
N -1.8976 3.6999 -3.8213 -0.232 -0.099 -0.030 0.268
N -0.0175 1.8879 1.0122 -0.515 0.641 0.016 0.007
N -3.7795 2.9146 -3.1167 0.090 0.111 -0.099 0.000
C -2.6453 -5.1708 0.6461 -0.060 -0.136 -0.181 -0.951
C 3.3356 0.4148 -0.4344 -0.215 0.076 -0.057 -0.794
C -2.4980 2.5492 -3.3978 -0.007 0.273 0.045 -0.142
C -3.9816 4.2586 -3.3731 -0.055 0.035 0.028 -0.558
C -1.7863 -3.9908 -2.7691 0.054 0.061 -0.035 -0.659
C -1.5797 -2.9947 0.8284 -0.186 -0.393 0.093 0.036
C -4.6164 -0.9617 4.1557 0.050 -0.018 -0.018 -0.663
C -1.4061 -3.0027 -0.5989 -0.141 -0.267 -0.066 -0.008
C -2.5584 -5.1602 -0.7192 -0.079 -0.133 0.109 -0.890
C -3.4473 -1.0511 3.4186 -0.065 -0.048 -0.009 -0.457
C 0.0952 2.6749 -0.2042 0.116 0.028 0.000 -0.641
C 1.4510 2.5276 -0.8888 -0.020 -0.253 -0.006 -0.649
C -2.3874 -1.7963 3.9148 0.185 -0.001 -0.119 -0.076
C 3.0883 -0.3422 0.8760 0.056 0.200 -0.083 -0.806
C 0.7993 2.2912 2.1527 0.134 -0.146 -0.022 -1.024
C -2.1676 -4.1029 1.4193 0.199 0.411 -0.036 -0.372
C 2.1663 1.5686 2.1685 -0.278 0.099 -0.172 -0.945
C -2.4813 -2.4665 5.1211 0.101 -0.080 -0.029 -0.017
C -0.5649 -1.9649 -2.4644 0.075 0.056 0.172 -0.524
C -2.8087 4.7459 -3.8105 0.040 0.080 -0.006 -0.274
C -3.6548 -2.3729 5.8573 -0.008 0.002 -0.017 -0.677
C -4.7140 -1.6163 5.3781 -0.063 0.001 0.037 -0.333
C -1.9328 -4.0733 -1.3667 0.140 0.273 0.113 1.096
C -0.5327 3.7825 -4.2871 0.116 0.048 -0.017 -0.987
C -1.1121 -2.9386 -3.3191 -0.055 -0.107 -0.068 -1.073
H 2.2565 2.8760 -0.2451 0.024 0.072 -0.059 0.352
H 2.8991 2.1050 1.5650 -0.007 -0.003 0.000 0.361
H -5.6257 -1.5376 5.9569 0.004 -0.018 -0.002 0.382
H -5.4502 -0.3827 3.7803 -0.009 -0.007 0.004 0.386
H -3.3411 -0.5667 2.4558 -0.040 0.038 0.027 0.385
H 0.2641 1.9795 3.0475 -0.037 0.077 0.006 0.462
H 3.8664 1.3513 -0.2640 0.090 -0.036 -0.027 0.378
H -0.6765 2.3275 -0.8966 -0.002 0.047 0.008 0.088
H -0.1767 2.7720 -4.4726 -0.008 -0.010 0.014 0.340
H -4.4644 2.2519 -2.8032 0.014 -0.072 0.037 0.190
H -2.2106 -4.7707 -3.3910 0.013 -0.009 -0.002 0.402
H -2.5359 5.7413 -4.1135 -0.005 -0.023 0.002 0.443
H -1.6361 -3.0528 5.4599 -0.028 0.028 0.044 0.458
H -3.1033 -6.0149 1.1476 0.001 0.010 0.001 0.374
H -2.9455 -5.9807 -1.3111 -0.003 0.012 -0.001 0.358
H -0.4967 4.3607 -5.2093 0.001 -0.003 0.009 0.377
H -2.2586 -4.1315 2.4967 -0.048 -0.075 -0.001 0.390
H -0.0671 3.7518 -0.0241 0.012 -0.014 -0.005 0.327
H 2.8137 -1.3725 0.6383 0.038 -0.018 0.037 0.388
H 2.5448 1.5693 3.1965 0.063 0.003 -0.023 0.443
H -3.7401 -2.8886 6.8049 -0.003 -0.002 0.001 0.390
H 0.1078 4.2543 -3.5405 -0.020 -0.002 0.004 0.304
H -0.9890 1.8525 1.2978 0.043 0.117 0.028 0.253
H -0.9864 -2.8390 -4.3888 0.006 -0.029 0.002 0.405
H 1.6682 -0.3872 2.3649 0.137 -0.016 0.051 0.276
H 4.0448 -0.3712 1.4223 -0.018 -0.058 -0.005 0.365
H 3.9479 -0.1971 -1.0960 0.102 0.040 0.044 0.461
H 0.0203 -1.1466 -2.8720 -0.043 0.007 -0.021 0.792
H -4.9264 4.7471 -3.2184 0.012 -0.028 -0.005 0.406
H 0.9451 3.3798 2.1905 0.004 -0.008 0.040 0.417
H 1.4601 3.1312 -1.7960 0.001 0.078 0.045 0.353
```
Forces are in eV/Å.


[3]
Entry from OMol25: a molecular structure, C25H31N6ORhS (ωB97M-V/def2-TZVPD).

Computed properties:
Charge: 0

The geometry in XYZ format:
```
65
Properties=species:S:1:pos:R:3:forces:R:3:mulliken_charge:R:1
Rh 0.3439 -0.4815 -0.1644 5.570 7.562 5.108 0.861
S -0.5031 1.1449 1.3022 -1.211 1.738 1.048 -0.668
O -0.2764 -1.5555 -1.2384 -4.772 -5.658 -9.367 -0.915
N -1.8791 1.1610 3.6847 0.872 -1.632 -1.677 0.350
N 1.6995 -0.4815 -1.7479 -4.507 0.699 -4.795 -0.221
N -0.4029 0.8115 -1.4574 -0.553 0.653 -1.978 1.729
N 1.7027 -0.4815 1.4219 -5.014 2.797 4.872 -0.332
N -0.3549 -1.8514 1.0456 -2.912 -3.007 2.444 0.583
N -1.4626 -0.9494 2.9635 0.068 2.776 -0.696 0.405
C -1.3081 0.8086 -3.7274 -0.049 -0.052 -0.095 0.089
C -1.2714 -3.3711 2.6324 -0.155 -0.385 0.368 -1.054
C -3.2647 -0.9783 -2.8991 0.582 0.409 0.272 -0.940
C 0.0642 -2.9109 0.3200 1.012 -1.941 0.744 -0.705
C -0.0073 2.1090 -1.4434 0.896 2.471 0.424 -0.542
C -1.9615 2.5984 3.8273 0.304 0.288 -0.571 -0.828
C 1.3433 2.4030 -1.1991 0.691 0.744 0.274 0.488
C 3.8792 -0.3938 -0.7396 0.370 -0.199 -0.164 -0.665
C 1.8128 3.7195 -1.1319 -0.590 -0.423 -0.031 -0.935
C -1.3207 0.4184 -2.3757 -2.479 -0.700 -1.368 -0.398
C 0.9309 4.7833 -1.2945 0.067 0.116 0.005 -0.514
C -0.8783 3.2055 -1.5807 -0.175 0.298 -0.099 -0.268
C -3.2407 -0.5561 -4.2246 0.059 0.017 -0.102 -0.432
C -1.2587 0.4409 2.6105 -1.530 -0.479 2.210 -0.065
C -1.0213 -2.0663 2.1994 -0.250 -1.020 -0.827 1.237
C -2.3109 -0.5002 -1.9935 -0.993 -0.146 -0.176 -0.071
C -2.4006 0.2690 4.5876 0.000 -0.086 0.007 -0.651
C -0.4182 4.5254 -1.5162 0.087 -0.739 -0.002 -0.718
C 3.0817 -0.5811 -2.0703 0.564 0.273 1.213 -1.099
C -2.1570 -0.9752 4.1659 -0.232 -0.896 0.462 -0.372
C -2.2581 0.3369 -4.6401 0.174 0.033 0.529 -0.910
C 3.0089 -0.9646 1.7191 0.865 -0.343 -0.943 -1.022
C -0.8311 -4.4557 1.8701 -0.162 0.409 -0.030 -0.625
C -0.1482 -4.2235 0.6876 -0.474 -0.268 0.615 -1.138
C 3.6499 -1.4605 0.3831 0.273 0.072 0.081 -0.543
H 3.3106 -1.5595 -2.5034 0.210 -0.063 0.011 0.362
H -3.9769 -0.9249 -4.9292 0.026 0.014 0.007 0.375
H 4.6323 -1.8756 0.6447 -0.174 -0.012 0.013 0.425
H -0.5355 1.4935 -4.0718 -0.074 -0.012 0.057 0.382
H -2.2162 0.6700 -5.6709 -0.010 -0.011 0.052 0.369
H 0.6826 -1.2657 -2.5556 2.032 0.982 3.234 0.400
H 3.0664 -2.3009 -0.0138 -0.081 0.176 0.099 0.149
H 4.9438 -0.4219 -1.0069 -0.100 0.071 0.085 0.439
H -2.4919 2.8662 4.7457 0.105 -0.300 -0.184 0.316
H 3.6972 0.6124 -0.3406 -0.078 -0.158 -0.080 0.327
H 3.3715 0.1908 -2.7894 0.292 -0.021 0.043 0.385
H 2.0421 1.5800 -1.0649 -0.313 0.379 -0.007 -0.105
H 1.2904 5.8044 -1.2420 -0.016 -0.026 -0.007 0.384
H -1.8023 -3.5806 3.5517 -0.010 0.193 -0.066 0.305
H 2.9624 -1.7902 2.4356 0.191 -0.025 -0.084 0.346
H -2.9167 0.5859 5.4813 0.087 -0.002 -0.144 0.408
H -4.0173 -1.6807 -2.5590 0.023 0.034 -0.019 0.401
H 2.8659 3.9010 -0.9493 -0.034 0.000 -0.015 0.429
H 0.3912 -1.0182 2.2749 4.963 0.857 -1.507 0.352
H -2.4460 -1.8846 4.6662 0.123 0.019 -0.212 0.416
H -1.0230 -5.4720 2.2025 -0.023 0.182 0.087 0.411
H -1.1229 5.3406 -1.6351 0.032 -0.039 0.017 0.394
H -2.3371 -0.8423 -0.9610 -0.139 0.218 -0.280 0.071
H -2.4927 3.0142 2.9662 0.123 0.062 0.129 0.316
H 0.2085 -5.0394 0.0700 0.089 0.156 0.077 0.487
H 3.6265 -0.1710 2.1510 0.058 -0.037 0.011 0.360
H -1.9393 3.0205 -1.7376 0.168 -0.032 -0.039 0.423
H 1.2088 0.4673 2.0300 3.180 -2.851 -1.967 0.242
H 0.5927 -2.6596 -0.5952 0.435 -0.990 0.574 0.635
H 0.7940 0.4292 -2.4275 2.681 -2.207 2.406 0.374
H -0.9502 3.0142 3.8571 -0.161 0.062 -0.044 0.310
```
Forces are in eV/Å.


[4]
Entry from OMol25: a single C25H31NO4 molecule (ωB97M-V/def2-TZVPD).

Computed properties:
Charge: 0
SMILES string: CCOC(=O)C1(CCOC)CCN(C(=O)c2ccccc2-c2cccc(C)c2)CC1

The geometry in XYZ format:
```
61
Properties=species:S:1:pos:R:3:forces:R:3:mulliken_charge:R:1
O 0.0545 -1.8653 -1.5042 0.211 -0.235 0.158 -0.210
O -1.7894 -0.6608 -1.8990 -0.058 0.034 -0.165 -0.586
O -1.1555 2.8108 2.7238 -0.076 0.281 0.172 -0.667
O -3.4297 -4.5669 -0.1840 0.217 0.009 0.157 -0.341
N -0.4823 1.0740 1.4526 -0.135 -0.082 0.051 0.347
C 3.3217 1.4763 -2.8160 0.035 0.078 0.002 -1.766
C -0.2607 2.0850 2.3253 -0.040 -0.248 0.035 -0.171
C 1.8815 2.7758 0.4471 0.065 0.090 -0.282 0.552
C -1.9038 -2.8928 0.5203 -0.259 -0.024 -0.250 -1.795
C 1.4315 2.1876 4.1433 -0.071 -0.021 -0.059 -0.929
C -1.3622 -1.4610 0.3501 -0.060 -0.232 0.221 2.381
C -2.3613 -0.4037 0.8338 0.216 0.123 -0.322 -0.917
C 3.7180 2.7649 3.7285 0.060 -0.018 0.030 -0.675
C -4.6095 -4.9515 -0.8389 -0.056 0.020 -0.034 -0.713
C 1.1505 2.2844 2.7872 0.254 0.283 0.062 0.636
C 1.3207 2.8927 -2.2715 0.045 -0.046 0.015 -0.562
C -1.0775 -1.2625 -1.1369 -0.185 0.163 0.256 -0.300
C 2.7113 2.4191 4.6146 -0.004 -0.023 0.042 -0.694
C 2.7025 2.1343 -0.4763 -0.099 0.119 0.011 -0.327
C 3.4425 2.8802 2.3783 -0.028 -0.009 -0.010 -0.448
C 2.4300 2.1781 -1.8357 -0.026 -0.005 -0.038 0.746
C -3.1936 -3.1778 -0.2449 0.118 0.071 0.054 -0.448
C -0.0735 -1.3103 1.1688 0.085 0.200 -0.199 -1.828
C 0.5120 3.5561 -1.3655 -0.076 0.025 -0.020 -0.912
C 0.4938 0.1026 1.0300 0.250 -0.413 0.074 -0.029
C 0.7860 3.5011 -0.0112 0.097 0.026 -0.015 -0.277
C -1.7515 0.9942 0.7615 -0.471 0.168 0.063 -1.166
C -0.3279 -2.8406 -3.7064 0.075 0.218 0.331 -1.299
C 2.1606 2.6502 1.8886 -0.052 -0.061 0.301 0.612
C 0.4105 -1.7933 -2.8861 -0.038 0.059 -0.544 -0.209
H 0.1820 -0.7886 -3.2572 0.119 -0.125 0.070 0.299
H 2.7560 1.1355 -3.6805 0.009 -0.054 -0.073 0.385
H 0.6723 -2.0313 0.8353 -0.007 -0.034 0.043 0.377
H 4.2224 3.1720 1.6897 0.059 0.039 -0.063 0.503
H -0.1574 -3.8314 -3.2919 0.029 -0.107 -0.013 0.313
H -1.5971 1.2693 -0.2891 -0.021 0.025 0.060 0.309
H 4.0952 2.1590 -3.1696 0.077 -0.031 -0.072 0.380
H -3.2526 -0.4163 0.2078 -0.060 -0.006 0.045 0.507
H 2.9216 2.3354 5.6703 0.013 -0.009 0.084 0.407
H 3.5512 1.5652 -0.1218 0.079 -0.091 0.047 0.443
H -4.5773 -4.6897 -1.9042 -0.019 -0.024 0.019 0.295
H 0.0271 -2.8180 -4.7327 0.031 -0.023 -0.129 0.422
H 1.3915 0.1983 1.6426 -0.069 -0.012 -0.152 0.758
H -3.1033 -2.8586 -1.2944 -0.056 -0.003 0.067 0.404
H -2.4171 1.7259 1.2233 0.089 -0.094 -0.144 0.528
H -5.4892 -4.4745 -0.3886 0.003 -0.032 -0.022 0.287
H 4.7180 2.9529 4.0910 0.073 0.023 0.027 0.395
H -0.3004 -1.5055 2.2187 -0.027 -0.038 0.035 0.507
H 3.8125 0.6225 -2.3540 0.050 -0.074 -0.023 0.377
H 1.0910 2.9301 -3.3268 -0.026 -0.006 -0.112 0.424
H -2.0781 -3.0885 1.5795 0.061 0.032 0.062 0.393
H -1.3949 -2.6327 -3.6991 -0.073 -0.006 -0.041 0.302
H 0.1562 4.0247 0.6914 -0.095 0.049 0.090 0.564
H 0.7661 0.2847 -0.0180 0.058 0.016 0.071 -0.204
H -2.6470 -0.6314 1.8618 -0.018 -0.053 0.053 0.369
H -4.0415 -2.6360 0.2000 0.050 -0.008 -0.075 0.340
H -1.1500 -3.6017 0.1721 0.035 -0.024 0.039 0.310
H -0.3424 4.1155 -1.7167 -0.076 0.056 -0.027 0.438
H 0.6346 1.9262 4.8237 -0.081 -0.002 0.067 0.493
H 1.4891 -1.9625 -2.9076 -0.115 0.058 0.019 0.414
H -4.6876 -6.0313 -0.7321 -0.086 0.008 -0.053 0.257
```
Forces are in eV/Å.


| no. | electronic energy (hartree) |
| --- | --- |
| 1 | -1470.8113 |
| 2 | -2807.1951 |
| 3 | -1883.1665 |
| 4 | -1327.0009 |